Entry 1:
{
  "formula": "C5H6O",
  "method": "ωB97M-V/def2-TZVPD",
  "symbols": ["H", "H", "C", "H", "C", "O", "H", "C", "C", "H", "H", "C"],
  "positions_angstrom": [[2.017, 0.455, -0.632], [1.434, -2.001, -0.333], [1.014, 0.058, -0.510], [-0.154, -1.538, 0.319], [-0.076, 1.040, -0.514], [0.162, 0.079, -1.609], [0.082, 1.853, -1.168], [-2.269, 0.809, 1.025], [-1.267, 0.916, 0.359], [-3.174, 0.716, 1.602], [1.335, -1.152, 1.226], [0.895, -1.234, 0.235]],
  "forces_ev_per_a": [[0.10, -0.10, -0.26], [-0.07, 0.08, 0.15], [0.32, -0.18, 0.44], [0.24, 0.13, 0.01], [-1.12, -1.17, -0.33], [-0.67, -0.85, -0.33], [0.04, 2.17, 1.01], [0.47, 0.08, -0.29], [0.04, -0.01, -0.60], [0.50, 0.05, -0.25], [0.04, -0.12, 0.14], [0.12, -0.09, 0.30]],
  "mulliken_charge": [0.378, 0.308, 0.226, 0.343, -0.297, -0.429, 0.457, 0.350, -0.812, 0.396, 0.310, -1.231],
  "e_homo_ev": -10.053,
  "e_lumo_ev": 1.11,
  "smiles": "C#C[C@@H]1O[C@@H]1C",
  "total_charge": 0
}

---

Entry 2:
{
  "formula": "C5H6O",
  "method": "ωB97M-V/def2-TZVPD",
  "symbols": ["H", "C", "C", "C", "H", "H", "H", "C", "O", "H", "H", "C"],
  "positions_angstrom": [[2.938, -1.776, -0.861], [-1.446, -0.736, 0.004], [2.041, -1.309, -0.513], [-0.113, 1.425, 0.132], [0.693, 1.893, 0.703], [-1.064, 1.881, 0.421], [-1.405, -1.466, -0.834], [-0.135, -0.086, 0.440], [-2.481, -0.477, 0.564], [0.069, 1.616, -0.930], [-0.151, -0.191, 1.533], [1.048, -0.767, -0.099]],
  "forces_ev_per_a": [[-0.23, 0.08, 0.04], [-0.26, 0.07, 0.10], [-0.40, 0.24, 0.16], [-0.02, 0.09, -0.03], [-0.12, -0.04, -0.13], [0.14, -0.10, -0.01], [0.02, 0.16, 0.12], [0.05, 0.00, 0.12], [0.32, -0.11, -0.31], [-0.07, -0.09, 0.13], [0.12, -0.04, -0.13], [0.44, -0.26, -0.06]],
  "mulliken_charge": [0.431, -0.147, 0.213, -1.287, 0.320, 0.368, 0.362, 0.528, -0.460, 0.342, 0.179, -0.851],
  "e_homo_ev": -9.953,
  "e_lumo_ev": 0.78,
  "smiles": "C#C[C@@H](C)C=O",
  "total_charge": 0
}

---

Entry 3:
{
  "formula": "C5H6O",
  "method": "ωB97M-V/def2-TZVPD",
  "symbols": ["C", "C", "H", "C", "H", "H", "H", "C", "O", "H", "C", "H"],
  "positions_angstrom": [[1.538, 0.204, -0.103], [-2.285, -0.801, 0.876], [-3.038, -0.740, 0.107], [0.162, -0.144, 0.145], [0.733, 1.298, -1.614], [-2.441, 0.061, 1.589], [-2.260, -1.849, 1.314], [1.727, 0.951, -1.353], [2.708, 1.214, -1.972], [1.904, 0.883, 0.600], [-0.961, -0.350, 0.464], [2.212, -0.727, -0.052]],
  "forces_ev_per_a": [[1.64, -3.13, -0.21], [0.64, 0.83, 1.41], [-0.10, 0.01, -0.35], [1.11, 0.49, 0.10], [-0.54, 0.80, -1.01], [-1.01, -1.50, 0.07], [-0.08, 1.57, -0.24], [-1.20, 0.28, -0.78], [0.85, -0.15, -0.03], [0.61, 1.02, 1.74], [-1.11, -1.56, -0.63], [-0.81, 1.34, -0.07]],
  "mulliken_charge": [-0.521, -1.081, 0.305, -0.453, 0.354, 0.263, 0.240, -0.050, -0.465, 0.273, 0.876, 0.259],
  "e_homo_ev": -9.717,
  "e_lumo_ev": 0.84,
  "smiles": "CC#CCC=O",
  "total_charge": 0
}

---

Entry 4:
{
  "formula": "C5H6O",
  "method": "ωB97M-V/def2-TZVPD",
  "symbols": ["O", "C", "H", "C", "H", "H", "C", "C", "H", "H", "C", "H"],
  "positions_angstrom": [[2.059, 2.427, -0.601], [1.339, 0.126, -0.005], [0.711, -2.383, 0.633], [0.080, -0.347, 0.089], [-0.801, -1.883, 1.386], [-0.523, 1.161, -1.238], [1.628, 1.378, -0.330], [-0.208, -1.799, 0.466], [-0.600, 1.589, 0.534], [-1.997, 1.136, -0.357], [-0.916, 0.917, -0.260], [-0.771, -2.321, -0.318]],
  "forces_ev_per_a": [[-0.32, -1.00, 0.27], [0.03, -0.08, 0.02], [-0.18, 0.59, -0.16], [-0.52, 0.70, -0.19], [-0.04, 0.25, -0.20], [0.00, 0.59, 0.02], [0.91, 0.34, -0.07], [-0.12, 0.31, -0.10], [0.02, 0.45, -0.37], [0.08, -1.62, 0.39], [0.18, -0.80, 0.35], [-0.05, 0.28, 0.06]],
  "mulliken_charge": [-0.387, -0.902, 0.327, 0.797, 0.286, 0.277, 0.787, -1.096, 0.283, 0.310, -0.968, 0.287],
  "e_homo_ev": -8.883,
  "e_lumo_ev": -0.14,
  "smiles": "CC(C)=C=C=O",
  "total_charge": 0
}

---

Entry 5:
{
  "formula": "C5H6O",
  "method": "ωB97M-V/def2-TZVPD",
  "symbols": ["C", "H", "H", "C", "C", "H", "H", "O", "C", "H", "H", "C"],
  "positions_angstrom": [[0.770, 0.444, -0.973], [1.136, -0.936, 1.626], [-0.221, -0.006, 2.259], [0.494, -0.131, -2.182], [0.570, -0.004, 1.503], [-0.470, -0.044, -2.686], [1.728, 0.942, -0.794], [-1.830, -0.681, -1.202], [-0.007, 0.070, 0.122], [1.255, 0.827, 1.706], [-2.049, -0.171, 0.746], [-1.375, -0.311, -0.123]],
  "forces_ev_per_a": [[0.16, -0.39, -0.45], [-0.07, 0.15, 0.01], [0.12, 0.04, -0.09], [-0.07, 0.61, 0.22], [-0.04, 0.08, 0.09], [0.10, -0.01, -0.07], [-0.07, -0.26, -0.04], [0.22, 0.04, 0.43], [-0.16, 0.03, 0.22], [-0.09, -0.09, -0.02], [0.04, -0.06, -0.11], [-0.11, -0.13, -0.20]],
  "mulliken_charge": [-0.266, 0.266, 0.356, -0.394, -1.184, 0.293, 0.339, -0.545, 0.427, 0.338, 0.300, 0.070],
  "e_homo_ev": [-8.300, -8.497],
  "e_lumo_ev": [-0.56, -1.10],
  "total_charge": 0
}

---

Entry 6:
{
  "formula": "C5H6O",
  "method": "ωB97M-V/def2-TZVPD",
  "symbols": ["H", "C", "C", "H", "O", "C", "H", "H", "C", "C", "H", "H"],
  "positions_angstrom": [[-1.579, 0.653, -1.167], [-0.525, -0.305, -2.774], [1.132, -0.018, 1.798], [1.851, -0.717, 2.225], [-0.227, -0.316, 2.035], [-0.578, 0.232, -1.592], [1.407, 1.035, 1.870], [0.340, -1.493, 0.353], [0.254, -0.464, 0.701], [-0.237, 0.527, -0.279], [-0.422, 1.525, 0.117], [-1.419, -0.658, -3.286]],
  "forces_ev_per_a": [[-0.20, 0.04, 0.07], [-0.15, 0.29, 0.32], [0.28, 0.12, 0.05], [-0.12, 0.08, -0.13], [-0.17, -0.03, 0.15], [0.27, -0.26, -0.22], [-0.09, -0.15, -0.03], [-0.05, 0.18, 0.04], [-0.03, -0.14, -0.24], [0.06, 0.01, 0.01], [0.05, -0.11, -0.15], [0.14, -0.03, 0.13]],
  "mulliken_charge": [0.242, -0.438, -0.405, 0.249, -0.398, -0.069, 0.226, 0.410, 0.328, -0.642, 0.300, 0.197],
  "e_homo_ev": [-7.990, -7.977],
  "e_lumo_ev": [-0.45, -0.45],
  "total_charge": 0
}

---

Entry 7:
{
  "formula": "C5H6O",
  "method": "ωB97M-V/def2-TZVPD",
  "symbols": ["C", "C", "C", "H", "C", "H", "O", "H", "H", "H", "H", "C"],
  "positions_angstrom": [[0.426, 0.588, 0.735], [1.324, -0.306, -0.095], [-0.001, -0.829, 0.303], [0.743, 0.956, 1.705], [-0.722, 1.113, -0.065], [-2.094, -0.560, -0.444], [-1.326, 2.154, -0.040], [2.190, -0.675, 0.449], [-0.150, -1.668, 0.974], [1.520, -0.080, -1.142], [-0.852, -0.421, -1.721], [-1.060, -0.273, -0.657]],
  "forces_ev_per_a": [[-0.01, 0.27, 0.23], [0.10, -0.06, -0.11], [-0.01, -0.29, 0.03], [-0.06, -0.05, -0.14], [-0.15, 0.30, 0.02], [0.14, 0.11, 0.03], [0.29, -0.46, -0.07], [-0.17, 0.06, -0.06], [0.07, 0.11, -0.15], [-0.07, 0.02, 0.17], [-0.03, 0.01, 0.16], [-0.08, -0.03, -0.11]],
  "mulliken_charge": [-0.207, -0.524, -0.176, 0.383, 0.385, 0.272, -0.570, 0.253, 0.358, 0.195, 0.246, -0.614],
  "e_homo_ev": -9.552,
  "e_lumo_ev": 1.02,
  "smiles": "O=C1C[C@H]2C[C@@H]12",
  "total_charge": 0
}

---

Entry 8:
{
  "formula": "C5H6O",
  "method": "ωB97M-V/def2-TZVPD",
  "symbols": ["C", "H", "H", "H", "C", "H", "H", "H", "C", "C", "O", "C"],
  "positions_angstrom": [[-0.826, -0.813, -0.227], [-0.004, 0.156, -2.145], [-0.127, 0.454, 1.393], [-1.752, -1.052, -0.754], [2.201, 0.137, 0.439], [-0.359, -1.711, 0.182], [-1.890, 0.701, 1.153], [2.859, 0.170, 1.277], [0.057, 0.150, -1.053], [-0.953, 0.428, 0.668], [-0.625, 1.270, -0.455], [1.418, 0.109, -0.479]],
  "forces_ev_per_a": [[-0.08, -0.15, 0.04], [0.08, -0.04, 0.21], [-0.37, 0.05, 0.02], [0.11, 0.08, 0.09], [-0.03, -0.05, -0.53], [-0.06, 0.17, -0.08], [-0.04, -0.09, -0.21], [0.16, -0.02, -0.23], [0.16, -0.09, -0.23], [-0.20, -0.06, 0.33], [0.02, 0.19, -0.02], [0.26, 0.03, 0.61]],
  "mulliken_charge": [-0.506, 0.425, 0.185, 0.252, -0.018, 0.279, 0.314, 0.368, 0.088, -0.383, -0.431, -0.574],
  "e_homo_ev": -9.959,
  "e_lumo_ev": 1.09,
  "total_charge": 0
}

---

Entry 9:
{
  "formula": "C5H6O",
  "method": "ωB97M-V/def2-TZVPD",
  "symbols": ["H", "O", "C", "H", "H", "H", "C", "H", "C", "C", "C", "H"],
  "positions_angstrom": [[0.735, -0.317, -2.296], [-0.308, 1.533, -0.447], [0.870, 0.745, -0.415], [1.789, 1.276, -0.193], [-0.305, -1.176, -0.790], [1.826, -1.024, -1.146], [-0.154, 0.779, 0.736], [-2.654, -1.536, 1.756], [-1.862, -0.894, 1.506], [0.961, -0.395, -1.252], [-0.980, -0.357, 0.921], [0.081, 1.365, 1.620]],
  "forces_ev_per_a": [[-0.11, 0.57, -0.51], [-0.13, 0.19, -0.54], [-0.54, 1.65, 2.65], [0.00, 0.35, -0.11], [3.71, 1.68, -1.46], [0.28, -0.22, 0.45], [2.49, 0.42, -1.40], [-0.44, -0.32, 0.46], [-1.34, -1.65, 0.11], [-4.11, -4.07, 0.00], [0.29, 1.49, 0.39], [-0.10, -0.10, -0.04]],
  "mulliken_charge": [0.302, -0.408, 0.221, 0.416, 0.130, 0.304, 0.254, 0.441, 0.004, -1.082, -0.939, 0.357],
  "e_homo_ev": -9.645,
  "e_lumo_ev": 0.84,
  "total_charge": 0
}

---

In Eh/bohr, the max |F| values for the records above are, in order, 0.0465, 0.0100, 0.0688, 0.0325, 0.0127, 0.0089, 0.0106, 0.0129, 0.1124.